95
Properties=species:S:1:pos:R:3:mulliken_charge:R:1 method="wB97M-V/def2-TZVPD" orbital_gap_ev=1.88 multiplicity=1 e_tot_ha=-2854.649284 total_charge=0
C 0.67536 0.83725 4.35419 -1.22
C -0.86313 0.98573 4.11589 -0.29
P -1.35292 -0.35287 2.88297 0.25
C -2.55498 -1.53122 3.70191 -1.14
C -2.21205 0.45688 1.42804 0.28
C -3.31249 1.24692 1.69607 -0.19
C -3.88083 1.44971 3.09148 -0.45
C -3.93089 2.92644 3.59338 -0.91
C -5.30482 3.17135 4.27184 -0.76
S -5.32087 2.40780 5.94607 -0.28
C -3.98420 1.90117 0.59972 0.95
C -5.20471 2.78486 0.73439 -1.08
C -4.92044 4.30628 0.49581 0.25
C -3.45379 4.70508 0.36578 -1.19
F -5.53454 5.09302 1.47235 -0.36
C -3.47966 1.69146 -0.67040 -0.63
C -2.39857 0.87618 -0.90664 0.00
P -1.88614 0.71761 -2.62006 0.85
O -1.47532 -0.63937 -3.01216 -0.65
O -0.81456 1.84266 -3.04856 -0.56
O -3.19164 1.10034 -3.52907 -0.64
N -1.75099 0.25914 0.15122 0.26
C -0.58078 -0.57584 -0.15295 -1.88
C 0.63601 0.25750 -0.67297 0.08
C 1.53971 0.64304 0.55769 0.43
C 1.95697 2.13461 0.47357 -0.45
N 3.44291 2.25463 0.59056 -0.30
C 3.81399 3.35330 1.38911 0.47
N 4.43393 3.25578 2.50310 -0.72
N 3.48227 4.64429 0.89432 -0.53
H 1.14182 0.23930 3.56508 0.28
H 1.14983 1.82736 4.34504 0.39
H 0.90485 0.36048 5.31352 0.35
H -1.41545 0.88277 5.05698 0.54
H -1.02994 1.94767 3.61740 0.11
H -2.85845 -1.04224 4.64401 0.38
H -2.06275 -2.46217 3.98797 0.42
H -3.47653 -1.66310 3.12672 0.35
H -4.92528 1.09942 3.04856 0.65
H -3.39845 0.84958 3.86067 -0.33
H -3.86559 3.67498 2.80552 -0.06
H -3.19942 3.09418 4.39526 0.64
H -5.53235 4.24091 4.34869 0.47
H -6.13620 2.71744 3.72135 0.40
H -6.60688 2.59346 6.32446 0.14
H -5.70067 2.69909 1.70332 0.13
H -5.92005 2.45597 -0.03233 0.55
H -5.39464 4.57540 -0.46020 0.40
H -2.80691 4.34204 1.17399 0.27
H -3.35838 5.80014 0.36011 0.42
H -2.99963 4.36786 -0.57422 0.31
H -3.98304 2.17277 -1.50616 0.82
H -1.03248 2.11580 -3.95510 0.33
H -3.81311 0.38191 -3.33204 0.36
H -0.21741 -1.12610 0.71557 0.82
H -0.88134 -1.34105 -0.88152 0.45
H 1.18673 -0.31389 -1.42789 -0.29
H 0.24073 1.20627 -1.04781 0.14
H 2.39658 -0.03817 0.54725 0.68
H 0.89151 0.52913 1.43189 -0.91
H 1.69094 2.59593 -0.48449 0.19
H 1.46119 2.73286 1.25511 0.25
H 3.82617 1.41081 0.99571 0.28
H 4.60502 2.27753 2.73234 0.23
H 3.60936 5.26244 1.69296 0.31
H 4.21890 4.91362 0.24444 0.25
C 3.82635 -2.85118 -5.18412 -1.86
C 2.92171 -3.17723 -3.98044 1.79
C 2.26095 -4.54534 -4.20354 -1.34
C 3.19865 -5.74913 -4.08352 -0.63
C 4.38218 -5.50140 -3.13798 -1.44
C 4.15328 -4.39603 -2.09412 1.75
N 3.80583 -3.16045 -2.79682 0.56
O 3.61787 -2.12967 -1.98772 -0.67
C 5.49208 -4.19010 -1.37974 -1.88
C 3.12094 -4.85871 -1.05896 -1.63
C 1.80561 -2.15050 -3.95009 -1.99
H 4.28392 -1.86762 -5.06656 0.39
H 3.25530 -2.84333 -6.11808 0.38
H 4.63208 -3.57920 -5.29637 0.37
H 1.44739 -4.67088 -3.48394 0.30
H 1.77826 -4.56461 -5.18417 0.62
H 2.62156 -6.61059 -3.73822 0.36
H 3.58061 -6.02535 -5.06915 0.34
H 4.64897 -6.43778 -2.64269 0.54
H 5.25533 -5.23669 -3.74177 0.35
H 6.24583 -3.80769 -2.07027 0.43
H 5.86000 -5.13606 -0.97458 0.40
H 5.40427 -3.48803 -0.55039 0.35
H 3.46158 -5.77701 -0.57415 0.38
H 2.14328 -5.06633 -1.49694 0.32
H 2.98248 -4.11117 -0.27666 0.34
H 1.23148 -2.18917 -4.87792 0.41
H 2.19141 -1.13510 -3.86017 0.40
H 1.10924 -2.32774 -3.12981 0.33